# 1
Computed, not measured: a single C5H9N2O2P molecule in a non-equilibrium geometry, with ωB97M-V/def2-TZVPD.

Last column: Mulliken charge in e.
CARTESIAN COORDINATES (ANGSTROEM)
C1 0.37751 0.12858 -1.05400  0.683
C2 -0.96446 -1.32529 0.26176  0.628
C3 -1.88918 -0.61914 -1.89884  -1.017
C4 2.47176 0.90533 0.12399  -0.861
C5 -0.29222 0.34548 2.24729  -1.022
N1 -0.85629 -0.58713 -0.89543  0.027
N2 1.15293 -0.07661 0.00076  -0.120
O1 0.54574 0.86425 -1.95865  -0.615
O2 -1.95512 -1.92361 0.59795  -0.582
P1 0.53502 -1.01821 1.34262  -0.073
H1 -1.66593 0.26859 -2.46487  0.360
H2 -1.76769 -1.53052 -2.56849  0.265
H3 -2.82977 -0.65599 -1.36523  0.346
H4 2.34728 1.60028 -0.69917  0.336
H5 2.46145 1.18359 1.11719  0.314
H6 3.37262 0.49483 -0.15889  0.325
H7 -1.05265 -0.09222 2.84453  0.378
H8 -0.36331 1.24017 1.52671  0.309
H9 0.37231 0.79762 3.00076  0.319

Properties
LUMO level: 0.74 eV
Charge: 0
Energy above the lowest of the compared OMol25 structures with the same formula, charge and spin: 0.000 eV
Spin multiplicity: 1
SMILES: Cn1c(=O)n(C)p(C)c1=O
Highest occupied orbital energy: -9.3 eV
Gap between HOMO and LUMO: 0.3696 Ha


# 2
Computed, not measured: 15 unconnected molecules or ions with the total composition C5H39NO15 in a non-equilibrium geometry, with ωB97M-V/def2-TZVPD.

Last column: Mulliken charge in e.
CARTESIAN COORDINATES (ANGSTROEM)
C1 0.73433 -1.18460 2.49665  -1.223
C2 1.74284 -1.02351 1.35202  -0.639
N1 1.24480 -1.56969 0.07548  0.466
C3 2.38410 -1.69382 -0.84303  -1.144
C4 0.19791 -0.69943 -0.51714  1.522
C5 -0.67589 -1.52994 -1.43184  -0.261
O1 -1.87297 -1.25937 -1.53814  -0.796
H1 0.68326 -0.30380 3.11658  0.078
H2 -0.30154 -1.34296 2.14230  0.404
H3 0.96481 -2.01137 3.16375  0.685
H4 2.00485 0.04812 1.26084  0.053
H5 2.65259 -1.58882 1.57764  0.582
H6 3.02859 -2.52037 -0.49423  0.314
H7 2.04978 -1.95513 -1.85930  0.378
H8 2.95976 -0.75228 -0.95688  0.371
H9 0.62521 0.15155 -1.06323  -0.443
H10 -0.38721 -0.27311 0.29941  -0.474
H11 -0.25086 -2.39544 -1.93444  0.408
H12 0.68054 2.52026 3.55301  0.240
H13 0.13120 3.20881 2.24060  0.404
O2 0.44291 2.36048 2.63386  -0.667
H14 0.46537 -4.95845 0.63298  0.359
H15 0.58559 -3.65962 -0.14385  0.375
O3 0.03164 -4.45595 -0.07371  -0.833
H16 -0.17876 -4.06131 2.70970  0.451
H17 1.18852 -3.44722 2.31687  0.233
O4 0.78198 -4.23905 2.68236  -0.774
H18 -2.48371 -4.17654 1.81106  0.289
H19 -1.24642 -3.86753 0.96943  0.419
O5 -1.76280 -3.53708 1.75563  -0.757
H20 2.67688 1.38923 -3.66910  0.281
H21 1.83622 1.57679 -2.38376  0.389
O6 2.33319 0.90161 -2.91161  -0.644
H22 -0.49585 5.38564 1.30217  0.254
H23 -0.57565 4.08111 0.50722  0.405
O7 -0.01359 4.56628 1.14460  -0.657
H24 -2.14087 2.44388 -0.97683  0.330
H25 -1.82757 2.37041 0.57476  0.453
O8 -1.67670 2.90244 -0.24853  -0.786
H26 -1.11932 1.44367 2.40718  0.348
H27 -2.31598 0.53990 1.72508  0.409
O9 -2.00057 1.44158 1.97362  -0.791
H28 -0.31680 -0.07852 -3.81914  0.332
H29 1.12880 -0.29724 -3.32317  0.375
O10 0.26225 -0.75308 -3.42754  -0.649
H30 -0.13345 2.71402 -1.08898  0.381
H31 1.39228 2.83890 -0.73796  0.390
O11 0.77013 2.67431 -1.49514  -0.736
H32 -3.80064 1.25490 -2.12564  0.292
H33 -2.61008 0.33429 -1.80203  0.436
O12 -2.84173 1.27354 -2.02509  -0.774
H34 -1.84443 1.67771 -3.48239  0.446
H35 -0.45333 2.32307 -3.57248  0.328
O13 -1.09248 1.81291 -4.08674  -0.749
H36 -2.41097 -1.93564 1.45463  0.355
H37 -2.54109 -1.08449 0.16339  0.382
O14 -2.75564 -1.07062 1.11698  -0.821
H38 2.06937 3.92833 0.76417  0.331
H39 1.77261 2.56783 1.40783  0.453
O15 2.30459 2.99445 0.70014  -0.784

Properties
LUMO level: 0.18 eV
Charge: 0
Energy above the lowest of the compared OMol25 structures with the same formula, charge and spin: 1.695 eV
Spin multiplicity: 1
Highest occupied orbital energy: -9.4 eV
Gap between HOMO and LUMO: 0.3537 Ha


# 3
Computed, not measured: 7 unconnected molecules or ions with the total composition C35H76N6O12S in a non-equilibrium geometry, with ωB97M-V/def2-TZVPD.

Last column: Mulliken charge in e.
CARTESIAN COORDINATES (ANGSTROEM)
C1 -8.62997 -3.24485 -0.99501  -0.679
O1 -8.56686 -1.82328 -1.04034  -0.399
C2 -7.22024 -1.42690 -0.75469  -0.291
C3 -6.93003 -0.02477 -1.29424  -0.611
C4 -5.47623 0.03379 -1.84585  -0.692
C5 -4.67686 1.21104 -1.26011  -0.881
C6 -3.20854 1.10925 -1.79124  -0.755
C7 -2.19085 1.64165 -0.75999  -0.672
C8 -1.38204 2.80448 -1.38678  -1.305
C9 -0.30593 2.32069 -2.37582  0.042
C10 1.04287 2.14399 -1.65896  -0.460
O2 2.12677 2.70343 -2.42976  -0.323
S1 3.55611 2.70778 -1.61108  0.564
O3 4.52276 2.72806 -2.64969  -0.555
O4 3.67557 1.21130 -0.93412  -0.378
C11 4.04929 1.28685 0.46934  -0.711
C12 2.77487 1.63503 1.27786  0.075
C13 2.71755 1.03394 2.68980  -0.990
C14 3.58873 1.74814 3.72866  -0.367
C15 2.88830 3.02959 4.18416  -0.630
O5 3.42096 3.48429 5.45167  -0.341
C16 2.60666 3.22516 6.49491  0.778
C17 3.09307 2.22734 7.53168  -1.198
O6 1.58353 3.75316 6.64523  -0.490
H1 -7.91875 -3.57894 -0.23170  0.340
H2 -9.60827 -3.59318 -0.67168  0.291
H3 -8.30554 -3.69792 -1.93629  0.199
H4 -6.58263 -2.10961 -1.32234  0.218
H5 -7.02231 -1.51187 0.31701  0.239
H6 -7.59025 0.17410 -2.13520  0.328
H7 -7.06594 0.74474 -0.53790  0.420
H8 -5.50596 0.12463 -2.93276  0.271
H9 -4.90848 -0.86918 -1.62244  0.450
H10 -5.09832 2.17001 -1.55669  0.237
H11 -4.63287 1.10150 -0.17616  0.448
H12 -3.00985 0.07840 -2.07866  0.453
H13 -3.20071 1.69332 -2.71168  0.425
H14 -2.72306 2.08338 0.08416  0.441
H15 -1.53889 0.86593 -0.35384  0.290
H16 -0.99236 3.48991 -0.63269  0.579
H17 -2.09865 3.37361 -1.98067  0.442
H18 -0.61381 1.39772 -2.86254  0.278
H19 -0.16761 3.09700 -3.13292  0.007
H20 0.99930 2.65868 -0.69924  0.224
H21 1.22101 1.08137 -1.49942  0.370
H22 4.40181 0.31189 0.78989  0.368
H23 4.82492 2.03899 0.60557  0.330
H24 1.95540 1.19105 0.71997  0.132
H25 2.66345 2.72165 1.25463  0.342
H26 1.68140 1.11185 3.02614  0.389
H27 2.92846 -0.03412 2.60630  0.428
H28 4.61662 1.91476 3.40680  0.327
H29 3.62774 1.10661 4.61265  0.224
H30 2.96796 3.81285 3.43326  0.248
H31 1.83812 2.79155 4.35138  0.399
H32 2.53167 1.30315 7.41438  0.320
H33 4.16356 2.07564 7.40931  0.354
H34 2.85529 2.61890 8.51441  0.347
C18 4.24145 6.52456 11.43822  -1.236
C19 4.75460 5.99131 10.12174  0.829
O7 5.91701 5.65087 9.96937  -0.654
N1 3.86859 5.89961 9.09401  -0.137
C20 2.45882 6.25196 9.08544  -0.816
H35 5.05759 6.53821 12.15453  0.288
H36 3.86697 7.54191 11.31693  0.353
H37 3.44816 5.88366 11.82551  0.339
H38 4.27495 5.53725 8.24485  0.147
H39 1.87694 5.36484 8.83073  0.259
H40 2.28869 7.01560 8.32508  0.272
H41 2.13281 6.62967 10.04866  0.363
C21 4.01553 -3.19065 0.44534  -1.461
C22 4.68161 -3.40894 1.78456  0.921
O8 4.23142 -2.93683 2.81682  -0.645
N2 5.81884 -4.15284 1.80146  -0.018
C23 6.48808 -4.77928 0.67798  -0.950
H42 3.12437 -2.58403 0.58112  0.234
H43 4.69736 -2.66396 -0.22502  0.389
H44 3.72457 -4.14322 0.00095  0.483
H45 6.22529 -4.26751 2.72215  0.203
H46 6.53960 -5.85650 0.84636  0.305
H47 7.50517 -4.38903 0.60125  0.266
H48 5.96637 -4.59124 -0.25461  0.371
C24 8.33712 -4.07772 6.76699  -1.394
C25 7.99921 -3.83180 5.31781  0.852
O9 7.05398 -4.38192 4.77230  -0.664
N3 8.78704 -2.96668 4.62594  -0.128
C26 9.94137 -2.22688 5.10260  -0.871
H49 7.62376 -4.78465 7.17998  0.301
H50 9.33881 -4.49997 6.85750  0.364
H51 8.27555 -3.14856 7.33484  0.366
H52 8.50588 -2.84580 3.66522  0.185
H53 9.75671 -1.15807 4.98382  0.286
H54 10.81400 -2.49999 4.50694  0.286
H55 10.14505 -2.43735 6.14674  0.342
C27 -6.21533 -6.88819 -3.63971  -1.300
C28 -5.52366 -5.56596 -3.41063  0.852
O10 -5.00569 -5.27966 -2.34086  -0.664
N4 -5.49097 -4.68470 -4.44269  -0.124
C29 -6.04527 -4.84046 -5.77817  -0.833
H56 -6.15804 -7.47765 -2.72921  0.304
H57 -7.26593 -6.72956 -3.88725  0.338
H58 -5.72571 -7.43979 -4.44346  0.373
H59 -5.01532 -3.82411 -4.22030  0.190
H60 -5.23672 -4.75256 -6.50772  0.288
H61 -6.77143 -4.04862 -5.95395  0.311
H62 -6.53262 -5.80162 -5.89977  0.276
C30 2.44201 4.08398 -4.88342  -0.967
C31 1.36055 4.46669 -5.86122  0.603
O11 0.22933 4.75904 -5.49918  -0.675
N5 1.67937 4.47779 -7.18495  -0.151
C32 2.95482 4.16330 -7.79976  -0.799
H63 2.03865 4.12170 -3.87770  0.142
H64 2.78849 3.06961 -5.08023  0.364
H65 3.27764 4.78343 -4.94965  0.460
H66 0.91132 4.74146 -7.78240  0.237
H67 3.30755 5.03091 -8.36074  0.274
H68 2.82483 3.32865 -8.49135  0.271
H69 3.69810 3.89542 -7.05662  0.321
C33 -9.53408 -1.89151 -8.24984  -1.322
C34 -9.40262 -3.29251 -7.70416  0.812
O12 -8.94353 -3.51564 -6.59414  -0.653
N6 -9.81690 -4.31747 -8.49574  -0.164
C35 -10.38372 -4.24836 -9.83021  -0.845
H70 -9.16538 -1.18872 -7.50859  0.288
H71 -8.94300 -1.78038 -9.16001  0.371
H72 -10.57951 -1.66095 -8.45861  0.375
H73 -9.70226 -5.22479 -8.07130  0.229
H74 -11.37963 -4.69424 -9.82088  0.291
H75 -9.75316 -4.81418 -10.51803  0.283
H76 -10.45742 -3.22392 -10.17834  0.325

Properties
LUMO level: 0.48 eV
Charge: 0
Spin multiplicity: 1
Highest occupied orbital energy: -9.2 eV
Gap between HOMO and LUMO: 0.3539 Ha


# 4
Computed, not measured: a molecular structure, C37H29BFN7ORe in a non-equilibrium geometry, with ωB97M-V/def2-TZVPD.

Last column: Mulliken charge in e.
CARTESIAN COORDINATES (ANGSTROEM)
Re1 -0.88234 0.17898 -0.04328  1.902
C1 -4.08191 -2.82152 -1.03662  -2.072
C2 -3.21140 -1.79548 -0.38931  0.756
N1 -2.01642 -1.50985 -0.74941  1.268
N2 -1.40199 -2.25485 -1.72583  -1.333
C3 -0.12294 -2.01852 -1.67689  0.237
O1 0.42794 -1.28651 -0.74902  -0.904
C4 0.74350 -2.58619 -2.73498  0.275
C5 2.12716 -2.54178 -2.58041  -0.167
C6 2.95651 -2.90471 -3.63200  -0.725
C7 2.40308 -3.31119 -4.84097  -0.390
C8 1.02302 -3.38558 -4.98478  -0.739
C9 0.19273 -3.02541 -3.93411  -0.443
C10 -3.60953 -1.08125 0.81705  0.596
C11 -4.86153 -1.18300 1.40109  -0.787
C12 -5.07228 -0.59774 2.63529  -0.544
C13 -4.03794 0.09653 3.24816  -0.896
C14 -2.83798 0.20793 2.57900  -0.376
N3 -2.62132 -0.38266 1.39830  0.183
H1 -3.56826 -3.24499 -1.89081  0.393
H2 -5.01511 -2.35950 -1.37096  0.396
H3 -4.33464 -3.61986 -0.33471  0.351
H4 2.53747 -2.20540 -1.63637  0.514
H5 4.03243 -2.86073 -3.51335  0.400
H6 3.04897 -3.56022 -5.67541  0.410
H7 0.59572 -3.71677 -5.92429  0.390
H8 -0.88546 -3.05543 -4.03994  0.430
H9 -5.65922 -1.71035 0.89323  0.480
H10 -6.03816 -0.68087 3.11687  0.446
H11 -4.15938 0.54286 4.22427  0.468
H12 -2.01687 0.78261 2.98857  0.472
N4 7.71433 1.82021 5.64908  -0.518
C15 6.74783 1.63288 5.05332  -0.095
C16 5.52955 1.40593 4.30413  0.557
C17 5.42973 0.31551 3.44585  -0.913
C18 4.26355 0.10886 2.72766  -0.058
C19 3.19351 0.98873 2.85149  -0.238
C20 3.29561 2.07311 3.72014  -0.154
C21 4.45467 2.28114 4.44882  -0.862
C22 1.95035 0.78249 2.04921  1.542
C23 1.17676 -0.32931 2.37070  -0.590
C24 1.45390 -1.27596 3.38468  -0.594
C25 0.41824 -2.18791 3.38256  -1.525
C26 -0.46683 -1.77071 2.37637  -0.605
N5 -0.04205 -0.65159 1.77736  0.586
C27 1.64960 1.73157 1.08242  -0.089
C28 2.39956 2.89515 0.77708  -0.836
C29 1.71113 3.58126 -0.20118  -1.442
C30 0.56748 2.81990 -0.48745  -0.263
N6 0.51929 1.70699 0.25606  0.253
H13 6.26617 -0.36395 3.34370  0.450
H14 4.18365 -0.73458 2.05185  0.569
H15 2.45741 2.75126 3.82580  0.526
H16 4.53389 3.11899 5.12999  0.450
H17 2.32288 -1.27066 4.02595  0.593
H18 0.28964 -3.04814 4.02312  0.464
H19 -1.38848 -2.25006 2.08180  0.480
H20 3.33286 3.18292 1.23710  0.588
H21 1.97958 4.51852 -0.66869  0.448
H22 -0.20791 3.04148 -1.20547  0.527
B1 -4.01048 3.65513 -0.28385  0.526
C31 -2.97737 2.50999 -0.10543  -0.365
N7 -2.20200 1.65928 0.01047  -0.172
H23 -3.36902 4.67313 -0.46319  -0.113
H24 -4.72423 3.72942 0.69828  -0.124
H25 -4.65092 3.34864 -1.27631  -0.104
F1 -0.52332 1.58485 -6.14726  -0.369
C32 -0.60686 1.29044 -4.83278  0.369
C33 -1.84836 1.22443 -4.24069  -0.897
C34 -1.92720 0.91274 -2.88701  -0.279
C35 -0.78422 0.68395 -2.12044  0.320
C36 0.45239 0.75278 -2.77124  -0.011
C37 0.55273 1.05636 -4.12411  -0.712
H26 -2.73964 1.41315 -4.82863  0.447
H27 -2.91167 0.85740 -2.43072  0.350
H28 1.36855 0.56154 -2.22424  0.439
H29 1.51190 1.10423 -4.62467  0.452

Properties
LUMO level (spin up / spin down): -1.31 / -1.76 eV
Charge: 0
Expectation value of S²: 0.7608
Energy above the lowest of the compared OMol25 structures with the same formula, charge and spin: 0.000 eV
Spin multiplicity: 2
Highest occupied orbital energy (spin up / spin down): -8.0 / -7.9 eV
Gap between HOMO and LUMO (spin up / spin down): 0.2474 / 0.2241 Ha


> Which formula does entry 4 have?

C37H29BFN7ORe